ORCA calculation (ωB97M-V/def2-TZVPD) on the molecule C4H9N2P in a non-equilibrium geometry.

```
16
C4H9N2P | OMol25 | ωB97M-V/def2-TZVPD
C -1.35 0.48 0.36
C -0.35 0.95 -0.68
C -1.48 -1.03 0.16
C 0.86 0.02 -0.63
N 2.96 0.25 0.19
N 1.74 0.35 0.43
P 0.24 -1.69 -0.09
H -0.95 0.69 1.36
H -2.31 0.99 0.26
H -0.79 0.87 -1.68
H -0.04 1.98 -0.52
H -1.97 -1.53 0.99
H -2.06 -1.24 -0.75
H 1.38 -0.03 -1.72
H 3.48 0.45 1.06
H 0.62 -1.50 1.25
```

## Properties
E_LUMO (alpha / beta) in eV: 1.1 / -1.5
Multiplicity: 3
HOMO energy (alpha / beta) in eV: -6.59 / -9.03
Relative energy (zero: lowest compared OMol25 entry of this formula, charge and spin) in eV: 0.000
Maximum force in eV/A: 2.97



ORCA calculation (ωB97M-V/def2-TZVPD) on an isolated ion of composition C4H9N2S and charge +1 in a non-equilibrium geometry.

```
16
C4H9N2S | OMol25 | ωB97M-V/def2-TZVPD
C -1.62 -0.33 0.22
C 1.15 1.39 -0.88
C 1.14 0.05 -0.47
C 1.60 -0.44 0.77
N -1.55 0.99 -0.09
N -2.77 -0.88 0.03
S -0.43 2.08 0.40
H 1.87 2.12 -0.61
H 0.69 1.52 -1.92
H 0.87 -0.74 -1.19
H 2.02 0.41 1.43
H 2.49 -1.10 0.62
H 0.76 -0.91 1.39
H -2.35 1.37 -0.73
H -2.89 -1.84 0.19
H -3.60 -0.28 -0.11
```

## Properties
E_LUMO (alpha / beta) in eV: -4.0 / -7.6
Multiplicity: 3
HOMO energy (alpha / beta) in eV: -11.69 / -13.35
Relative energy (zero: lowest compared OMol25 entry of this formula, charge and spin) in eV: 1.748
Maximum force in eV/A: 4.39
Total charge: +1



ORCA calculation (ωB97M-V/def2-TZVPD) on a 3-piece molecular cluster, C4H9N3 overall in a non-equilibrium geometry.

```
16
C4H9N3 | OMol25 | ωB97M-V/def2-TZVPD
C 0.61 0.49 -0.27
C 0.34 1.08 1.08
N -0.21 -0.44 -0.74
C -2.65 0.60 -1.21
C 1.91 -1.93 0.82
N -1.49 1.02 -1.39
N 2.03 -1.06 -0.07
H 0.09 -0.79 -1.65
H 1.18 1.13 -0.95
H 1.29 1.27 1.59
H -0.18 2.03 0.95
H -0.27 0.42 1.69
H -3.51 1.20 -1.56
H -2.89 -0.37 -0.76
H 1.02 -2.04 1.45
H 2.74 -2.62 1.03
```

## Properties
E_LUMO (alpha / beta) in eV: 0.2 / 0.5
HOMO energy (alpha / beta) in eV: -7.74 / -8.30
Relative energy (zero: lowest compared OMol25 entry of this formula, charge and spin) in eV: 6.324
Maximum force in eV/A: 1.41



ORCA calculation (ωB97M-V/def2-TZVPD) on the molecule C4H9N3 in a non-equilibrium geometry.

```
16
C4H9N3 | OMol25 | ωB97M-V/def2-TZVPD
C -1.63 -0.98 0.02
C 0.11 -1.55 -0.06
N 0.97 -0.53 0.34
C 0.78 0.74 -0.35
N 1.83 1.66 0.02
C -0.59 1.27 0.01
N -1.22 2.09 0.52
H -2.03 -1.95 -0.29
H -2.07 -0.33 -0.75
H -1.96 -0.85 1.05
H 0.21 -1.76 -1.12
H 0.20 -2.43 0.58
H 0.99 -0.39 1.34
H 0.79 0.53 -1.43
H 2.05 2.29 -0.74
H 1.57 2.19 0.84
```

## Properties
E_LUMO in eV: 0.9
HOMO energy in eV: -8.89
Relative energy (zero: lowest compared OMol25 entry of this formula, charge and spin) in eV: 2.557
Maximum force in eV/A: 4.41



ORCA calculation (ωB97M-V/def2-TZVPD) on C4H9N3 as an isolated structure in a non-equilibrium geometry.

```
16
C4H9N3 | OMol25 | ωB97M-V/def2-TZVPD
C 0.46 -0.91 -0.27
C -1.21 0.88 -0.66
C -1.05 1.82 0.43
C 0.00 0.84 1.03
H 2.08 -0.19 0.89
H 1.54 -2.00 1.01
H 0.74 -2.61 -1.38
H -2.06 0.17 -0.71
H -0.84 1.15 -1.85
H -0.60 2.80 0.32
H -1.99 2.16 1.07
H 0.85 1.40 1.50
H -0.24 0.13 1.79
N 1.72 -1.14 0.35
N -0.12 -1.83 -0.99
N 0.01 0.29 -0.19
```

## Properties
E_LUMO in eV: 0.8
HOMO energy in eV: -8.56
Relative energy (zero: lowest compared OMol25 entry of this formula, charge and spin) in eV: 4.309
Maximum force in eV/A: 7.09



ORCA calculation (ωB97M-V/def2-TZVPD) on C4H9N3 as an isolated structure in a non-equilibrium geometry.

```
16
C4H9N3 | OMol25 | ωB97M-V/def2-TZVPD
C 0.56 -0.42 -0.05
C -2.16 -0.88 -0.79
N -0.85 -0.55 -1.31
C 0.28 0.86 0.35
C 2.04 0.47 1.45
N -0.25 1.94 0.51
N 3.23 0.26 1.13
H -0.94 0.26 -1.93
H -1.15 2.12 0.06
H 3.36 -0.11 0.19
H 0.31 -1.22 0.64
H 1.34 -0.60 -0.78
H 1.83 0.86 2.45
H -2.86 -1.20 -1.57
H -2.68 -0.06 -0.26
H -2.05 -1.71 -0.08
```

## Properties
E_LUMO in eV: 0.7
HOMO energy in eV: -7.30
Relative energy (zero: lowest compared OMol25 entry of this formula, charge and spin) in eV: 6.394
Maximum force in eV/A: 6.33



ORCA calculation (ωB97M-V/def2-TZVPD) on C4H9N3 as an isolated structure in a non-equilibrium geometry.

```
16
C4H9N3 | OMol25 | ωB97M-V/def2-TZVPD
N -0.34 0.53 -1.65
C -0.37 0.71 -0.31
N -1.57 1.13 0.30
N 2.00 0.87 0.21
C 0.73 0.50 0.63
C 0.01 -1.11 -0.10
C -0.90 -1.97 0.35
H 0.60 0.35 -2.00
H -1.52 2.05 0.71
H -2.37 0.98 -0.29
H 2.77 0.67 0.83
H 2.17 0.88 -0.79
H 0.51 0.60 1.69
H 0.91 -1.49 -0.59
H -0.78 -3.03 0.22
H -1.84 -1.66 0.79
```

## Properties
E_LUMO (alpha / beta) in eV: 0.9 / 0.9
HOMO energy (alpha / beta) in eV: -7.12 / -7.11
Relative energy (zero: lowest compared OMol25 entry of this formula, charge and spin) in eV: 4.215
Maximum force in eV/A: 3.54



ORCA calculation (ωB97M-V/def2-TZVPD) on the molecule C4H9N3 in a non-equilibrium geometry.

```
16
C4H9N3 | OMol25 | ωB97M-V/def2-TZVPD
C -0.35 -2.39 -0.04
C -1.21 -1.36 -0.15
N -1.15 -0.25 -1.02
N 0.05 0.36 -1.12
C 0.36 0.85 0.09
C 1.82 1.11 0.33
N -0.52 1.59 0.86
H -0.67 -3.34 0.36
H 0.71 -2.26 -0.25
H -2.25 -1.54 0.11
H -1.65 -0.37 -1.91
H 2.09 2.09 -0.09
H 2.43 0.36 -0.19
H 2.04 1.10 1.40
H -0.24 2.54 1.09
H -1.47 1.49 0.51
```

## Properties
E_LUMO in eV: 1.0
HOMO energy in eV: -7.08
Relative energy (zero: lowest compared OMol25 entry of this formula, charge and spin) in eV: 3.361
Maximum force in eV/A: 4.45



ORCA calculation (ωB97M-V/def2-TZVPD) on C4H9N3 as an isolated structure in a non-equilibrium geometry.

```
16
C4H9N3 | OMol25 | ωB97M-V/def2-TZVPD
C -0.03 -0.85 -0.59
C 0.22 0.67 -0.42
C 1.28 1.11 0.59
N -1.50 -0.82 -0.27
N 0.73 -1.70 0.26
C -1.22 0.99 0.01
N -1.83 0.12 0.78
H -2.19 -0.95 -1.00
H 0.10 -1.17 -1.63
H 0.44 1.11 -1.40
H 0.51 -2.68 0.09
H 0.53 -1.49 1.23
H -1.64 1.98 -0.19
H 1.35 2.20 0.60
H 1.01 0.78 1.59
H 2.25 0.69 0.33
```

## Properties
E_LUMO in eV: 0.6
HOMO energy in eV: -7.68
Relative energy (zero: lowest compared OMol25 entry of this formula, charge and spin) in eV: 4.136
Maximum force in eV/A: 4.12



ORCA calculation (ωB97M-V/def2-TZVPD) on the molecule C4H9N3 in a non-equilibrium geometry.

```
16
C4H9N3 | OMol25 | ωB97M-V/def2-TZVPD
H -1.05 -2.19 -1.29
N -0.56 -1.79 -0.36
C -0.64 -0.47 -0.63
N -1.05 0.02 -1.84
C -0.32 0.51 0.28
C -0.01 0.11 1.79
N 1.39 0.18 1.49
C 1.17 0.72 0.01
H -1.44 -0.71 -2.60
H -1.03 1.01 -1.96
H -1.06 1.35 0.11
H -0.10 1.16 2.47
H -0.58 -0.77 2.08
H 1.96 -0.75 1.27
H 1.35 -0.13 -0.83
H 1.96 1.74 0.00
```

## Properties
E_LUMO in eV: 0.7
HOMO energy in eV: -8.68
Relative energy (zero: lowest compared OMol25 entry of this formula, charge and spin) in eV: 4.734
Maximum force in eV/A: 7.26